The following is a DFT calculation (ωB97M-V/def2-TZVPD) of C8H14CeClF6OV as an isolated structure at a distorted geometry.

```
32
C8H14CeClF6OV, DFT ωB97M-V/def2-TZVPD
Ce 1.811 2.100 -0.619
V -0.388 0.197 0.180
Cl 1.873 -0.058 0.857
F -3.155 -1.647 -1.400
F -3.835 -1.846 0.676
F -2.149 -2.703 2.491
F -2.632 -0.107 0.079
F -0.013 -2.789 2.011
F -1.026 -0.843 2.127
O -0.445 -1.759 -0.527
C -2.783 -1.491 -0.104
C -1.483 -2.278 0.191
C -1.182 -2.169 1.706
C 2.969 0.973 -2.284
C -1.742 -3.772 -0.061
C -0.609 1.909 1.377
C 3.344 3.649 0.300
C -0.372 1.213 -1.354
H -1.484 1.639 1.997
H 0.216 2.112 2.084
H 3.642 4.365 -0.486
H 3.785 0.416 -1.789
H -0.866 2.817 0.800
H -0.068 0.856 -2.366
H 4.231 3.116 0.684
H 2.271 0.294 -2.802
H -0.849 -4.317 0.254
H -2.603 -4.111 0.517
H -0.755 2.261 -1.519
H 2.837 4.197 1.111
H -1.923 -3.928 -1.125
H 3.382 1.702 -3.004
```

Summary:
* ΔE to the lowest compared entry with this formula, charge and spin: 0.00 kJ/mol
* gap between HOMO and LUMO (spin up / spin down): 5.83 / 6.16 eV
* F_max: 0.049 Eh/bohr
* ⟨S²⟩: 3.942
* spin multiplicity: 4
* HOMO (spin up / spin down): -3.38 / -3.72 eV
* charge: -1



The following is a DFT calculation (ωB97M-V/def2-TZVPD) of an isolated ion of composition C11H22N3O and charge +1 at a distorted geometry.

```
37
C11H22N3O, DFT ωB97M-V/def2-TZVPD
O -1.267 2.291 3.039
N 0.525 0.122 0.047
N -0.198 0.854 4.503
N 0.366 1.260 0.794
C 1.554 1.858 1.415
C 0.121 3.670 0.673
C 1.427 3.320 1.367
C -0.419 -2.169 -2.294
C 0.613 1.060 2.189
C -0.197 -1.999 -0.775
C -0.163 -3.558 -2.689
C -0.400 1.479 3.317
C -0.616 2.283 0.341
C -0.711 -0.592 -0.227
C -0.347 -3.884 -4.169
H 0.310 -3.216 -4.741
H -1.547 2.194 1.062
H 0.251 -1.366 -2.709
H 2.281 3.690 0.786
H -0.970 2.135 -0.671
H -1.330 -3.649 -4.465
H 1.198 0.159 -0.786
H 2.522 1.406 1.170
H -0.886 -2.799 -0.289
H -0.998 -4.161 -2.014
H 1.457 3.771 2.351
H -1.402 -1.769 -2.726
H 0.252 -0.027 4.529
H 0.697 -4.026 -2.275
H 1.174 0.211 2.377
H -0.660 3.984 1.401
H -1.423 -0.563 0.642
H -1.170 -0.140 -1.128
H 0.343 4.437 -0.073
H -0.988 0.875 5.107
H -0.190 -4.868 -4.512
H 0.793 -2.275 -0.566
```

Summary:
* ΔE to the lowest compared entry with this formula, charge and spin: 206.17 kJ/mol
* gap between HOMO and LUMO: 10.59 eV
* F_max: 0.102 Eh/bohr
* SMILES string: CCCCCN[N@+]12CCC[C@H]1[C@H]2C(N)=O
* HOMO: -13.19 eV
* charge: +1